Record 1
The following is a quantum chemistry calculation of C46H53BN4O4Pt as an isolated structure, from the OMol25 dataset.

Total charge: -2
Orbital gap, eV: 6.26
LUMO level, eV: 4.433
ΔE to the lowest compared entry with this formula, charge and spin, kcal/mol: 0.0

Geometry as XYZ:
```
109
C46H53BN4O4Pt ωB97M-V/def2-TZVPD
Pt 0.2294 0.4620 0.0620
C 5.5256 3.0542 -0.9902
C 4.2098 2.3546 -1.3657
C 3.0914 2.9833 -0.5376
C 4.4161 0.8375 -1.3296
C 5.3522 0.3610 -2.2480
C 5.6594 -0.9802 -2.3720
C 5.0131 -1.8898 -1.5505
C 4.0717 -1.4653 -0.6257
C 3.3575 -2.4943 0.2288
C 2.4541 -3.3786 -0.6324
C 4.3386 -3.3276 1.0540
C 3.7483 -0.0943 -0.5143
N 2.7089 0.2616 0.3654
C 3.1051 0.8012 1.5000
O 4.2703 1.0705 1.8657
C 1.9932 1.0718 2.4963
C 2.3179 1.5778 3.7441
C 1.3206 1.6801 4.6965
C 0.0619 1.1920 4.3965
C -0.1945 0.6754 3.1319
N 0.7485 0.7107 2.1729
C -1.5428 -0.0219 2.9466
O -2.4218 0.2413 3.8011
N -1.5552 -0.9308 2.0020
C -2.6998 -1.7215 1.8520
C -2.6313 -3.0674 2.2640
C -3.6748 -3.9381 1.9747
C -4.8041 -3.4975 1.3034
C -4.8836 -2.1665 0.9210
C -3.8556 -1.2680 1.1800
C -3.9962 0.1819 0.7654
C -4.5137 0.3542 -0.6626
C -4.8854 0.9416 1.7559
C -1.3834 -3.5549 2.9714
C -0.3952 -4.1335 1.9585
C -1.6745 -4.5525 4.0913
H 5.3905 4.1396 -0.9941
H 6.3422 2.8114 -1.6716
H 5.8202 2.7488 0.0168
H 3.9824 2.5785 -2.4159
H 3.3006 2.9040 0.5290
H 2.1190 2.5326 -0.7279
H 3.0404 4.0475 -0.7895
H 5.8341 1.0726 -2.9109
H 6.3816 -1.3137 -3.1088
H 5.2393 -2.9481 -1.6353
H 2.7176 -1.9474 0.9201
H 3.0349 -3.9125 -1.3909
H 1.7039 -2.7749 -1.1489
H 1.9321 -4.1171 -0.0200
H 5.0045 -3.9140 0.4137
H 3.7981 -4.0249 1.7001
H 4.9536 -2.6796 1.6807
H 3.3486 1.8536 3.9139
H 1.5327 2.0940 5.6762
H -0.7547 1.1720 5.1033
H -3.6078 -4.9769 2.2816
H -5.6139 -4.1835 1.0797
H -5.7675 -1.8179 0.3976
H -2.9941 0.6097 0.8125
H -5.5377 -0.0183 -0.7661
H -3.8798 -0.1659 -1.3824
H -4.5258 1.4150 -0.9250
H -5.9077 0.5471 1.7229
H -4.9226 2.0037 1.4955
H -4.4945 0.8388 2.7675
H -0.9147 -2.6736 3.4109
H -0.8535 -4.9569 1.4020
H 0.5044 -4.5113 2.4544
H -0.0960 -3.3650 1.2444
H -2.0323 -5.5099 3.7011
H -2.4311 -4.1618 4.7743
H -0.7643 -4.7538 4.6627
C 0.7543 1.2855 -5.5397
N 1.1110 1.4388 -4.1484
C 1.9194 0.3115 -3.7119
C -0.0220 1.6917 -3.2387
C -0.8217 0.4594 -2.8836
C -1.6428 -0.1091 -3.8584
C -2.2563 -1.3401 -3.6721
C -2.0408 -2.0158 -2.4794
C -1.2822 -1.4227 -1.4800
C -0.6694 -0.1655 -1.6284
H 1.6656 1.3114 -6.1456
H 0.1098 2.1100 -5.8561
H 0.2375 0.3371 -5.7625
H 2.8862 0.3289 -4.2205
H 1.4298 -0.6555 -3.9127
H 2.0902 0.3771 -2.6407
H -0.6477 2.4608 -3.7026
H 0.3870 2.1013 -2.3158
H -1.8046 0.4290 -4.7875
H -2.8947 -1.7593 -4.4423
H -2.5032 -2.9805 -2.2983
H -1.1943 -1.9351 -0.5275
O -1.7338 2.5774 -0.9870
B -1.0409 1.9263 0.0763
O -1.3984 2.6141 1.2837
C -2.2909 3.5729 0.9465
C -2.9535 4.4633 1.7607
C -3.8391 5.3525 1.1449
C -4.0384 5.3352 -0.2294
C -3.3604 4.4262 -1.0477
C -2.4924 3.5539 -0.4317
H -2.7965 4.4554 2.8311
H -4.3849 6.0633 1.7534
H -4.7353 6.0339 -0.6763
H -3.5113 4.3945 -2.1188
```


Record 2
The following is a quantum chemistry calculation of C46H53ClFN5O6PRe as an isolated structure at a distorted geometry, from the OMol25 dataset.

Total charge: +1
Multiplicity: 4
Orbital gap (spin up / spin down), eV: 2.64 / 5.13
LUMO level (spin up / spin down), eV: -3.337 / -3.337

Geometry as XYZ:
```
114
C46H53ClFN5O6PRe ωB97M-V/def2-TZVPD
Re -1.9883 0.0029 -1.8659
C -3.5798 3.7277 -1.2141
C -4.5774 2.6159 -0.6208
C -5.8430 3.1582 0.0322
C -4.7768 1.5623 -1.7597
C -6.1861 0.9335 -2.0005
O -6.0781 -0.4364 -1.4672
C -4.7131 -0.7096 -1.3341
N -3.8960 0.3315 -1.5740
C -4.4448 -2.1535 -1.3813
C -5.4389 -2.9361 -0.7943
C -5.4521 -4.3181 -0.9307
C -4.4017 -4.9682 -1.6219
C -3.3602 -4.2419 -2.1956
C -3.4111 -2.8131 -2.0879
P -2.1060 -1.9408 -3.0090
C -2.9748 -1.7354 -4.5920
C -3.6244 -0.6208 -5.0434
C -4.2773 -0.5780 -6.2863
C -4.2475 -1.6699 -7.1556
C -3.5312 -2.8072 -6.7854
C -2.9638 -2.8312 -5.4877
C -0.7619 -3.1463 -3.2206
C -0.3086 -3.9324 -2.1662
C 1.0179 -4.3013 -2.1163
C 1.8735 -4.0799 -3.1810
C 1.4002 -3.4467 -4.2952
C 0.0476 -3.0018 -4.3546
H -3.7846 4.6763 -0.6888
H -3.5881 3.8760 -2.3368
H -2.5924 3.4221 -0.9113
H -3.9826 2.1618 0.2019
H -6.6807 3.3866 -0.6464
H -5.5949 4.1431 0.5470
H -6.1849 2.4873 0.8363
H -4.4859 1.9885 -2.7088
H -6.4303 0.8291 -3.0698
H -6.9580 1.4797 -1.4721
H -6.2384 -2.4443 -0.1882
H -6.2375 -4.9611 -0.5075
H -4.4787 -6.0469 -1.7836
H -2.6089 -4.7741 -2.7934
H -3.6015 0.2726 -4.4263
H -4.7468 0.3315 -6.6195
H -4.7658 -1.5729 -8.1548
H -3.5210 -3.7102 -7.3651
H -2.5252 -3.7830 -5.1202
H -0.9326 -4.2651 -1.2915
H 1.3763 -4.7484 -1.2059
H 2.8831 -4.5079 -3.2008
H 2.0423 -3.3559 -5.1858
H -0.3603 -2.7035 -5.3112
C 4.1901 -1.8648 2.2274
C 3.3378 -1.3174 1.1322
N 2.4752 -0.2263 1.5498
C 1.2104 -0.1512 0.9602
C 0.0627 0.4493 1.4967
C -0.9360 0.4850 0.3926
O -1.0408 -0.6530 -0.3193
O -1.5531 1.4638 -0.0230
C 0.6501 1.9813 3.2473
O 0.3372 2.9804 3.8474
C 2.1492 1.8518 3.0231
C 2.8898 2.7161 3.8152
C 4.2521 2.6637 3.9451
F 4.7686 3.5200 4.8873
C 5.1133 1.8377 3.1959
C 4.3456 1.1466 2.1979
C 2.9484 0.8711 2.2903
N 6.5359 1.8838 3.3143
C 7.3382 0.9808 2.4552
C 8.6220 0.4720 3.0358
N 9.3387 1.5593 3.7291
C 8.4327 2.3811 4.6347
C 7.2992 3.0138 3.8131
H 4.1909 -2.9848 2.2524
H 3.8198 -1.5324 3.1605
H 5.2157 -1.5331 2.2086
H 2.7465 -2.1522 0.7623
H 3.8947 -1.0039 0.2474
H 1.1079 -0.7172 0.0157
H 2.3934 3.5881 4.3375
H 4.9098 0.5623 1.4236
H 7.5721 1.5426 1.5477
H 6.7403 0.0771 2.1821
H 9.2313 0.0660 2.2453
H 8.4193 -0.3047 3.7927
H 9.7045 2.2085 2.9940
H 10.1926 1.1763 4.2331
H 9.0969 3.1401 5.0955
H 8.1062 1.7370 5.4529
H 7.7557 3.6267 2.9575
H 6.8056 3.7343 4.4818
C -2.1727 1.7992 4.1032
C -1.3667 0.6276 3.6015
C -2.2329 -0.4626 2.8661
C -0.7439 -0.1392 4.8047
N -0.2365 0.9682 2.7288
H -2.9089 1.5408 4.8839
H -2.7035 2.2918 3.2993
H -1.5278 2.5427 4.6387
H -2.8443 -0.9410 3.6306
H -1.6621 -1.1920 2.2650
H -2.9578 0.0954 2.2230
H -1.5033 -0.4153 5.5725
H 0.1346 0.3216 5.2702
H -0.2785 -1.0405 4.3887
Cl 1.8825 2.9714 -2.0824
C 0.4278 2.9095 -3.2659
C -0.4484 1.7614 -2.8153
O -1.7419 1.7134 -2.9911
O 0.0946 0.7545 -2.2292
H 0.7776 2.9340 -4.2884
H -0.0574 3.8389 -2.9309
```


Number 1: E_tot -2449.04679 hartree. Number 2: E_tot -3489.16774 hartree.